DFT (wB97M-V/def2-TZVPD) results for an isolated molecule of C4H7N3 in a non-equilibrium geometry.

Spin multiplicity = 1
SMILES string = C=NN1C=NCC1
Kohn-Sham gap = 9.400 eV
HOMO = -0.31358 hartree

Cartesian coordinates (Å):
1 C -2.54 0.35 0.04
2 C 0.24 1.16 -0.01
3 H -3.54 -0.14 0.09
4 C 0.73 -1.08 0.11
5 N 1.52 1.20 0.07
6 H 0.80 -1.85 -0.60
7 H 2.31 -0.34 -1.10
8 N -1.57 -0.53 -0.03
9 N -0.35 -0.12 -0.24
10 H 2.78 -0.36 0.67
11 H 0.53 -1.46 1.11
12 H -2.46 1.44 -0.13
13 C 1.97 -0.22 -0.09
14 H -0.42 1.96 0.11

Just the natural (NBO) charges please, in e? Sure, here they are: -0.21, 0.22, 0.20, -0.23, -0.41, 0.21, 0.20, -0.19, -0.27, 0.22, 0.20, 0.16, -0.27, 0.19